1.
ORCA calculation (the ωB97M-V functional and the def2-TZVPD basis) on a cluster of 14 separate species, H28O14 in total at a distorted geometry.

Positions of all 42 atoms, in Å:
O (0.4041, 1.4077, -2.9247)
H (-0.5005, 1.4864, -3.3106)
H (0.6250, 0.5215, -2.5952)
O (0.6332, 1.6479, 2.8341)
H (-0.1467, 1.6714, 2.3273)
H (1.2401, 1.5816, 2.1191)
O (-1.0286, -0.9580, -1.9976)
H (-1.8962, -0.6808, -2.3953)
H (-0.7050, -0.2536, -1.4155)
O (-0.2801, 0.0926, 0.3292)
H (0.0844, 0.9448, 0.1077)
H (0.4391, -0.5158, 0.0220)
O (0.4095, 2.5403, -0.4703)
H (0.9323, 3.1092, 0.0896)
H (0.7225, 2.4933, -1.4418)
O (-3.0121, -0.3939, 0.0844)
H (-2.0279, -0.4148, 0.1023)
H (-3.1322, 0.3071, -0.5505)
O (0.0597, -3.6108, -1.8780)
H (-0.0505, -2.7198, -1.6672)
H (1.0317, -3.6067, -1.9872)
O (1.0997, -1.1580, 2.5641)
H (1.5250, -0.4363, 2.9879)
H (0.5852, -0.7556, 1.8716)
O (4.1594, -1.2187, 0.1747)
H (4.4441, -2.0976, 0.0864)
H (3.2940, -1.3051, -0.1910)
O (-2.0489, 0.0356, 2.7832)
H (-2.7172, 0.2134, 3.4238)
H (-2.3877, -0.3041, 1.9550)
O (-1.9024, 2.9215, 1.5898)
H (-1.7172, 2.4256, 0.7978)
H (-2.4392, 2.3431, 2.0491)
O (-2.2451, 1.9091, -1.0941)
H (-2.8664, 2.4428, -1.6564)
H (-1.3339, 2.1316, -1.0844)
O (1.5636, -3.1672, 0.7100)
H (2.3409, -2.9792, 1.2491)
H (0.8265, -2.9516, 1.3103)
O (1.8917, -0.9035, -1.2542)
H (2.6059, -0.3924, -1.6654)
H (1.5201, -1.4032, -1.9889)

Its charge is 0. The energy relative to the best compared isomer or geometry (same formula, charge and spin) comes out at 233.6 kJ/mol.

2.
ORCA calculation (the ωB97M-V functional and the def2-TZVPD basis) on a cluster of 14 separate species, H28O14 in total at a distorted geometry.

Positions of all 42 atoms, in Å:
O (0.7029, -2.7104, -1.6089)
H (0.4059, -1.9544, -2.0959)
H (1.4039, -3.1984, -2.1009)
O (2.1639, -0.1144, 1.7731)
H (1.2909, 0.0196, 2.0831)
H (2.6089, -0.6324, 2.4091)
O (0.7449, -0.2594, -3.8819)
H (0.1909, 0.4146, -3.4599)
H (0.3429, -0.5194, -4.7109)
O (3.2379, -1.5684, -0.4349)
H (2.7969, -0.9594, 0.2041)
H (4.1629, -1.3064, -0.4759)
O (0.4959, 0.1626, -0.5859)
H (0.5849, -0.4324, 0.1541)
H (0.0729, 0.9786, -0.2609)
O (-0.1991, 0.9166, 2.4311)
H (-0.8281, 1.2156, 3.0951)
H (0.3279, 1.7306, 2.2931)
O (-2.7311, 2.6176, 1.6491)
H (-3.4851, 3.2046, 1.5541)
H (-2.2151, 2.5616, 0.8241)
O (-0.1971, 2.7546, -0.2649)
H (0.7609, 2.9026, -0.2449)
H (-0.3121, 2.5576, -1.1789)
O (2.7229, 1.3166, -1.3779)
H (2.6839, 1.9516, -0.7119)
H (1.9979, 0.7146, -1.1019)
O (-2.2791, -0.2104, 0.9551)
H (-2.6961, 0.6546, 1.0271)
H (-3.0641, -0.7524, 1.0971)
O (-0.1871, -1.9954, 0.9721)
H (0.0869, -2.3354, 0.1041)
H (-0.8661, -1.3234, 0.8121)
O (-2.9111, 1.6176, -0.9719)
H (-3.8051, 1.5436, -0.6299)
H (-2.6171, 0.7336, -1.0869)
O (-1.6191, -0.7004, -2.0439)
H (-0.9871, -0.1054, -1.5959)
H (-1.5061, -1.4314, -1.4639)
O (1.2689, -2.7894, 2.9281)
H (0.6849, -2.8664, 3.6981)
H (0.7659, -2.4034, 2.2231)

Its charge is 0. The energy relative to the best compared isomer or geometry (same formula, charge and spin) comes out at 160.9 kJ/mol.

3.
ORCA calculation (the ωB97M-V functional and the def2-TZVPD basis) on a cluster of 14 separate species, H28O14 in total.

Positions of all 42 atoms, in Å:
O (-1.6302, 1.7184, 5.0764)
H (-1.5840, 1.0457, 5.7558)
H (-2.2810, 1.3891, 4.4565)
O (-0.0577, -4.7422, -0.2637)
H (0.7215, -4.4557, -0.7400)
H (0.2826, -5.1262, 0.5444)
O (0.4737, -0.2306, 0.0464)
H (-0.0228, 0.4502, -0.4077)
H (-0.0604, -0.4479, 0.8105)
O (3.1428, -1.7174, 2.9448)
H (2.8411, -0.9291, 2.4933)
H (4.0703, -1.7840, 2.7175)
O (4.4487, 1.9181, 1.1757)
H (4.1356, 1.9989, 0.2748)
H (5.3987, 2.0148, 1.1092)
O (2.8755, -2.7542, -2.2203)
H (2.3031, -2.1414, -1.7587)
H (3.1453, -3.3820, -1.5501)
O (-3.6857, -2.1111, -3.5125)
H (-4.2712, -1.7852, -4.1962)
H (-3.5112, -1.3477, -2.9621)
O (1.0637, 4.3104, 2.9927)
H (0.5967, 3.6747, 3.5350)
H (1.4487, 3.7884, 2.2888)
O (-0.2549, 1.1115, -4.9063)
H (-0.7453, 0.3754, -5.2722)
H (-0.5759, 1.8755, -5.3854)
O (-0.2655, -3.5920, 3.9249)
H (0.5428, -3.1024, 3.7723)
H (-0.6152, -3.2300, 4.7391)
O (-4.6516, 1.5957, -1.5920)
H (-5.5040, 2.0265, -1.5280)
H (-4.0474, 2.2951, -1.8412)
O (4.1757, 2.2187, -2.7560)
H (4.8938, 2.0471, -3.3653)
H (3.3863, 2.1663, -3.2948)
O (-4.1064, -3.2533, 1.0424)
H (-3.2881, -2.9227, 1.4131)
H (-3.8496, -3.6507, 0.2104)
O (-1.7226, 4.5230, -1.3481)
H (-1.2946, 4.8575, -0.5600)
H (-1.9216, 5.3047, -1.8634)

Its charge is 0. The energy relative to the best compared isomer or geometry (same formula, charge and spin) comes out at 268.0 kJ/mol.

4.
ORCA calculation (the ωB97M-V functional and the def2-TZVPD basis) on a cluster of 14 separate species, H28O14 in total at a distorted geometry.

Positions of all 42 atoms, in Å:
O (0.9107, -2.1046, 2.0083)
H (0.9387, -2.0123, 2.8978)
H (0.3024, -2.7023, 1.6124)
O (-3.6114, 3.2326, -1.0215)
H (-3.1605, 2.6578, -1.6710)
H (-2.9225, 3.4026, -0.2914)
O (-2.9105, -4.2322, -1.3341)
H (-2.3064, -3.6169, -1.2229)
H (-3.6435, -3.7297, -0.9791)
O (-0.6979, -0.7951, -1.0417)
H (-0.8761, 0.0921, -0.6381)
H (-0.9846, -0.8611, -1.9832)
O (4.1812, 1.6024, 0.2411)
H (3.2707, 1.7172, 0.5363)
H (4.5125, 1.7069, 1.1446)
O (3.7890, -2.1981, -0.4944)
H (3.7575, -1.2900, -0.7297)
H (4.3385, -2.6179, -0.9524)
O (-1.5131, 2.5364, 2.4025)
H (-1.4451, 2.6644, 3.4056)
H (-0.8553, 3.1680, 2.4185)
O (0.6678, 0.4479, 3.8163)
H (1.2997, 0.9827, 3.4050)
H (-0.1512, 0.1892, 3.3907)
O (-0.6128, -3.9835, 0.3296)
H (0.3801, -4.2519, 0.1744)
H (-1.1816, -4.6775, 0.7928)
O (-0.0416, 0.7364, 0.8417)
H (-0.4531, 0.0632, 1.1826)
H (-0.9153, 1.2075, 0.8559)
O (-0.4626, 3.0376, -0.9074)
H (0.2044, 2.4518, -0.8880)
H (-0.5424, 3.3670, -0.1092)
O (-2.5822, 1.4741, -3.9818)
H (-2.5377, 2.1402, -3.2425)
H (-2.0171, 2.0455, -4.5191)
O (-1.0728, -0.8235, -4.5556)
H (-0.4577, -1.2499, -4.9834)
H (-1.0540, 0.0420, -4.5989)
O (3.3695, 0.4890, 2.8601)
H (2.8221, -0.3251, 2.7627)
H (4.2642, 0.0170, 3.0665)

Its charge is 0. The energy relative to the best compared isomer or geometry (same formula, charge and spin) comes out at 684.8 kJ/mol.

5.
ORCA calculation (the ωB97M-V functional and the def2-TZVPD basis) on a cluster of 14 separate species, H28O14 in total at a distorted geometry.

Positions of all 42 atoms, in Å:
O (-3.2379, 1.4266, 0.0536)
H (-2.5334, 0.7240, 0.0774)
H (-4.0744, 0.9498, 0.3153)
O (-1.0640, 0.1503, 1.0193)
H (-0.4255, -0.3904, 0.5467)
H (-1.1430, 0.0033, 1.9850)
O (2.5914, 1.5889, -1.0587)
H (2.1250, 0.6982, -0.7809)
H (2.0158, 2.2718, -1.2408)
O (-0.5806, -0.2953, -3.2340)
H (-0.9361, -0.1485, -2.3443)
H (0.2501, 0.1388, -3.2560)
O (-1.4208, -2.9996, -2.4560)
H (-1.1050, -2.2203, -2.9344)
H (-2.2962, -3.3633, -2.6965)
O (1.5952, -4.8608, 1.4802)
H (1.3478, -5.1270, 0.6077)
H (1.9642, -4.0309, 1.2807)
O (2.4845, -0.7099, -2.6078)
H (2.0264, 0.0638, -3.0359)
H (3.3518, -0.6794, -2.9558)
O (1.9178, 3.6790, 1.1153)
H (2.3442, 2.9361, 0.6940)
H (1.4194, 3.5064, 1.9242)
O (1.1348, -0.5073, -0.2005)
H (1.3314, -1.3155, -0.6420)
H (1.6765, -0.4819, 0.6659)
O (3.3452, -2.2966, 2.1206)
H (2.7715, -2.3054, 2.8624)
H (3.9441, -1.6594, 2.4091)
O (-0.3950, -1.5523, 3.5740)
H (-0.4933, -1.4298, 4.5197)
H (-1.2918, -1.9143, 3.3854)
O (-3.7210, 3.0901, -1.4958)
H (-3.8759, 2.1964, -1.8809)
H (-2.9600, 2.8458, -0.9832)
O (-2.7776, 1.4427, 4.0336)
H (-2.3758, 2.1862, 3.5800)
H (-2.7980, 0.6710, 3.4866)
O (0.2819, 2.2106, -2.5286)
H (0.1773, 2.9761, -3.1413)
H (-0.5913, 2.5320, -2.2632)

Its charge is 0. The energy relative to the best compared isomer or geometry (same formula, charge and spin) comes out at 373.6 kJ/mol.

6.
ORCA calculation (the ωB97M-V functional and the def2-TZVPD basis) on a cluster of 14 separate species, H28O14 in total at a distorted geometry.

Positions of all 42 atoms, in Å:
O (-1.2675, 1.7857, 2.7906)
H (-1.6354, 2.6360, 3.0621)
H (-1.8581, 1.6007, 2.0499)
O (2.5171, 2.1239, -1.5215)
H (2.6704, 1.2829, -1.1454)
H (3.1697, 2.7950, -1.1747)
O (0.0056, 0.0160, -0.4956)
H (0.5439, 0.1664, 0.3374)
H (-0.8907, 0.3057, -0.3081)
O (3.5408, -0.4920, 2.0311)
H (3.7842, -0.9192, 2.8397)
H (2.5721, -0.5724, 2.0558)
O (-0.8754, -2.9338, 0.8677)
H (-0.4034, -2.2980, 1.3985)
H (-0.5575, -2.8675, 0.0107)
O (-3.3700, -1.6468, 0.3110)
H (-3.9635, -1.9330, 1.0659)
H (-2.4674, -1.9412, 0.4579)
O (3.3931, -0.5292, -0.8490)
H (3.3532, -1.2400, -1.4673)
H (3.3790, -0.6987, 0.1052)
O (0.6051, -2.4640, -1.2102)
H (0.4772, -1.5331, -1.1513)
H (1.4455, -2.7521, -0.8333)
O (1.1183, -1.4769, 2.1338)
H (0.3163, -1.2088, 2.5915)
H (1.2950, -2.3905, 2.3702)
O (-2.1132, 3.2621, -1.6333)
H (-2.1946, 2.3435, -1.8050)
H (-1.6580, 3.3983, -0.8144)
O (-2.3198, 0.5081, -2.8177)
H (-2.4880, 0.6263, -3.7657)
H (-2.0963, -0.4071, -2.7241)
O (0.9089, 0.1272, -3.1651)
H (0.5699, 0.1918, -2.2773)
H (0.2594, -0.3760, -3.6109)
O (-2.6428, 0.8560, 0.5491)
H (-2.9964, -0.0178, 0.6922)
H (-3.2331, 1.1451, -0.1129)
O (1.3966, 1.6788, 1.7990)
H (1.1207, 2.2605, 1.0927)
H (0.5891, 1.5880, 2.2711)

Its charge is 0. The energy relative to the best compared isomer or geometry (same formula, charge and spin) comes out at 149.1 kJ/mol.

For each record above, in turn, the calculated frontier orbital gap values are 10.07; 9.91; 10.95; 10.52; 10.14; 10.03 eV.
For each record above, in turn, the calculated LUMO level values are -0.0205; -0.0059; -0.0050; -0.0061; -0.0089; -0.0094 Ha.
For each record above, in turn, the calculated molecular weight values are 252.21; 252.21; 252.21; 252.21; 252.21; 252.21 g mol⁻¹.